Entry 1:
Below is 7 unconnected molecules or ions with the total composition C14H43O7 in a non-equilibrium geometry, with properties calculated with wB97M-V/def2-TZVPD.

## Properties
Energy above the lowest of the compared OMol25 structures with the same formula, charge and spin, eV: 4.100
Largest force on an atom, eV Å⁻¹: 2.3
Lowest unoccupied orbital energy, eV: -4.09
E_tot, Ha: -1085.49522
HOMO energy, eV: -11.9
Charge: +1
Kohn-Sham gap, hartree: 0.28757

Last column: natural (NBO) charge in e.
CARTESIAN COORDINATES (ANGSTROEM)
O -0.839 -1.699 -6.623  -0.7192
H 0.736 -1.012 -4.548  0.1975
H -2.001 1.944 6.081  0.2122
C 4.881 2.572 1.019  -0.6210
H 1.644 -6.119 2.878  0.2164
H 0.386 0.918 1.291  0.5756
H 1.012 -1.761 -7.457  0.1564
C -2.603 4.038 -2.024  -0.0714
H 5.929 2.673 1.302  0.2257
H -5.031 -1.970 -1.650  0.1733
H -0.976 -4.619 3.853  0.2032
H -0.597 2.308 7.088  0.2140
O 0.145 1.555 4.547  -0.7596
C -0.321 0.682 5.578  -0.0629
C 0.710 -6.520 3.271  -0.6320
H 2.273 -1.104 -5.452  0.2166
H -1.856 -4.345 2.375  0.2064
H 4.646 1.624 0.537  0.2062
H -1.684 0.876 7.330  0.2233
C -0.529 -6.124 2.459  0.0911
H -2.109 -2.557 -2.134  0.2012
H 4.344 5.386 1.375  0.2093
H 0.903 -7.591 3.219  0.2180
C 4.598 3.735 0.061  0.1019
C -3.999 -1.621 -1.669  -0.0706
H -1.358 -6.785 2.709  0.1653
C -1.157 1.503 6.611  -0.6418
H -2.814 5.137 -3.845  0.2031
O 0.382 0.766 0.343  -0.7425
H -3.181 -3.665 -1.243  0.2168
H 0.805 -2.922 -6.185  0.1585
C -0.897 -4.682 2.768  -0.6238
H 0.917 2.028 4.866  0.4742
H -2.274 4.310 -1.021  0.1662
O 3.250 3.815 -0.194  -0.7407
H 0.591 0.282 6.021  0.1648
H 4.244 2.600 1.903  0.2000
H -1.655 5.771 -2.745  0.2109
H -4.022 -0.891 -2.478  0.1606
H -0.487 0.454 0.084  0.5790
H 1.244 0.114 -5.895  0.2133
O -1.686 3.143 -2.638  -0.7352
H 0.626 -6.261 4.326  0.2085
H -4.123 -0.292 -0.271  0.4719
H 0.646 1.556 -0.133  0.5813
H 6.048 4.967 1.123  0.2192
H 5.213 5.903 -0.097  0.2163
H -0.848 -0.175 5.157  0.1779
C -3.143 -2.870 -1.988  -0.6234
H -0.957 -6.671 0.650  0.4728
C 1.203 -0.911 -5.527  -0.6290
H 3.105 4.630 -0.680  0.4759
H -2.010 3.023 -3.534  0.4734
O -3.444 -0.914 -0.542  -0.7501
C 0.553 -1.903 -6.479  -0.0641
O -0.229 -6.220 1.084  -0.7265
H -1.151 -2.475 -7.095  0.4705
C -2.638 5.302 -2.782  -0.6301
C 5.085 5.100 0.629  -0.6449
H 5.147 3.539 -0.860  0.1531
H -0.116 -3.963 2.520  0.2006
H -3.538 -3.262 -2.925  0.2217
H -3.613 3.640 -1.931  0.1604
H -3.380 6.011 -2.413  0.2237

Entry 2:
Below is a molecular structure, C14H44AlBNO7, with properties calculated with wB97M-V/def2-TZVPD.

## Properties
Largest force on an atom, eV Å⁻¹: 0.6
Lowest unoccupied orbital energy, eV: 2.48
E_tot, Ha: -1408.56018
HOMO energy, eV: -3.6
Charge: -1
Kohn-Sham gap, hartree: 0.22530

Last column: natural (NBO) charge in e.
CARTESIAN COORDINATES (ANGSTROEM)
C 3.836 -4.967 -1.137  -0.6404
H 5.171 0.669 -2.184  0.1793
H -5.841 -0.394 -2.025  0.1977
H -0.500 -0.652 -3.713  0.4775
H 0.889 -6.406 3.123  0.2017
H 5.501 5.412 1.726  0.1683
H 4.574 -5.637 -0.688  0.1935
H 5.071 -3.176 -1.145  0.1662
H -0.329 -5.439 0.553  0.4658
C 4.203 0.590 -1.684  -0.6218
H -3.171 -0.974 -0.901  0.4814
C 6.106 4.449 3.558  -0.6324
O -7.181 2.123 0.774  -0.7119
C -2.074 2.119 -1.594  -0.2488
H 0.887 3.010 -0.524  0.3405
N 1.496 2.285 -0.164  -1.1193
H -8.393 1.023 1.929  0.1769
C 4.103 -3.516 -0.773  -0.0540
H 4.400 0.474 -0.615  0.2015
H -7.216 2.733 0.030  0.4597
H -10.158 0.636 0.189  0.2065
H 2.843 -5.239 -0.773  0.2171
O 3.141 -2.643 -1.318  -0.7105
H -1.181 2.744 -1.651  0.1787
H 2.458 1.589 -2.528  0.2020
Al 0.707 0.577 -0.213  0.8872
H 4.121 -3.421 0.322  0.1454
H 6.035 5.346 4.176  0.2028
C -4.701 -0.007 -0.235  -0.0551
H 5.002 2.654 1.969  0.4671
C -8.500 1.698 1.080  -0.0584
H 4.168 4.721 2.651  0.1605
H 2.262 -5.016 1.565  0.1704
O 5.296 3.433 1.487  -0.7110
B -0.663 0.174 -1.916  0.6260
C 5.206 4.560 2.339  -0.0595
C -9.161 0.986 -0.085  -0.6352
H 1.870 -0.545 -0.149  -0.4122
H -5.863 1.303 -1.507  0.1906
C 0.679 -5.344 2.992  -0.6319
H 1.155 -4.787 3.800  0.2123
H 2.268 -2.848 -0.967  0.4796
H -0.278 0.385 1.106  -0.4190
O -3.917 -1.189 -0.325  -0.7306
O 0.622 -5.589 0.555  -0.7275
O -0.518 -0.921 -2.792  -0.9704
H 3.842 -5.122 -2.217  0.2038
H -9.262 1.656 -0.942  0.1960
H 3.721 -0.338 -1.989  0.2399
H -2.882 2.610 -2.142  0.1649
H -4.114 0.808 0.201  0.1621
H 7.144 4.313 3.254  0.2057
H 2.922 3.650 -0.841  0.1580
H 5.816 3.594 4.173  0.1986
H -8.561 0.130 -0.394  0.2198
H -0.400 -5.196 3.073  0.2007
H -9.114 2.546 1.408  0.1480
C -5.242 0.410 -1.592  -0.6390
H -4.414 0.624 -2.272  0.2217
C 2.846 2.572 -0.651  -0.1908
H 3.570 2.381 0.146  0.1664
H -2.358 2.029 -0.541  0.1830
C 3.335 1.839 -1.924  -0.4237
O -1.862 0.848 -2.181  -0.7757
H -5.514 -0.233 0.455  0.1658
H 0.993 -3.793 1.526  0.1798
H 3.923 2.552 -2.513  0.1794
C 1.184 -4.864 1.645  -0.0706

Entry 3:
Below is a molecular structure, C14H44B2F3N3O8SV in a non-equilibrium geometry, with properties calculated with wB97M-V/def2-TZVPD.

## Properties
Largest force on an atom, eV Å⁻¹: 4.9
Multiplicity: 3
Lowest unoccupied orbital energy (spin up / spin down), eV: 2.13 / -0.77
E_tot, Ha: -3017.18839
HOMO energy (spin up / spin down), eV: -6.4 / -6.5
Charge: -1
Kohn-Sham gap (spin up / spin down), hartree: 0.31226 / 0.21225

Last column: Löwdin charge in e.
CARTESIAN COORDINATES (ANGSTROEM)
O -26.558 28.567 -1.838  -0.2973
O -25.986 19.476 -6.829  -0.2056
H -26.700 20.312 -4.997  0.1257
H -22.381 23.318 1.352  0.0937
H -23.199 25.001 -6.171  0.0908
C -21.807 22.836 0.561  -0.0941
V -23.747 25.895 -2.348  0.8912
H -19.596 24.386 1.625  0.1371
F -25.548 31.243 -0.760  0.0995
H -17.761 25.152 0.108  0.0690
H -21.954 23.245 -0.439  0.0750
C -17.178 24.255 0.319  -0.0630
N -21.573 26.353 -1.945  0.0269
O -19.034 25.459 -2.507  -0.2108
H -27.215 25.554 -1.982  -0.0133
H -23.554 25.208 -0.525  -0.0547
H -22.011 29.126 -2.753  0.0689
H -17.866 22.481 1.315  0.1375
C -18.197 23.112 0.491  -0.4216
O -23.269 24.333 -2.526  -0.3254
H -19.082 27.154 -1.432  0.1181
N -26.025 22.295 -6.866  0.0363
C -20.712 27.260 -2.755  -0.3264
C -22.794 25.809 -5.562  -0.1356
H -18.767 21.638 -0.849  0.0781
O -23.647 26.215 -4.536  -0.0570
H -18.431 27.511 -2.836  0.1258
H -21.859 25.399 -5.179  0.0791
H -26.112 23.086 -4.283  0.0728
H -26.643 17.622 -7.353  0.0829
H -22.316 21.882 0.425  0.0844
H -24.547 23.457 -4.750  0.0398
C -21.089 28.721 -2.339  -0.0242
H -25.055 19.648 -5.024  0.1228
H -24.254 21.565 -6.269  0.1276
C -19.570 23.652 0.820  -0.2101
H -16.455 23.979 -0.448  0.0682
H -25.603 25.943 -1.345  -0.0463
H -22.317 25.855 0.575  -0.0341
O -24.194 27.908 -2.227  -0.4576
C -26.825 18.383 -6.594  -0.1477
H -16.566 24.434 1.204  0.0704
F -23.513 30.755 -0.696  0.1286
H -25.462 22.200 -7.699  0.0714
H -26.567 17.899 -5.652  0.0796
H -24.859 22.201 -3.628  0.0698
O -20.465 22.563 0.902  -0.1759
H -17.486 25.177 -3.902  0.0855
H -26.839 21.724 -7.043  0.0697
C -19.227 26.861 -2.472  -0.1898
H -21.103 28.737 -1.249  0.0930
S -25.189 29.034 -2.140  0.6104
H -23.427 26.937 -0.238  -0.0526
F -25.067 29.586 0.459  0.1604
H -17.626 23.877 -2.611  0.0643
C -25.264 21.652 -5.868  -0.4352
H -20.366 29.394 -2.800  0.0773
H -22.308 26.606 -6.125  0.1110
H -25.882 24.402 -2.288  -0.0518
C -17.720 24.932 -2.866  -0.0699
O -25.280 29.872 -3.356  -0.3321
H -16.958 25.445 -2.279  0.0751
H -19.831 24.153 -0.112  0.1003
H -21.741 26.932 -1.134  0.0333
H -27.875 18.678 -6.578  0.0863
C -25.784 20.236 -5.583  -0.1639
N -18.188 22.464 -0.807  0.0368
H -25.985 25.988 -3.031  -0.0377
H -24.022 25.791 1.022  -0.0160
B -23.328 25.962 0.213  -0.3907
C -25.190 22.592 -4.590  -0.0431
H -20.950 25.624 -1.628  0.0788
H -18.736 23.124 -1.339  0.0419
H -20.909 27.072 -3.810  0.1142
C -24.719 30.186 -0.657  -0.6361
B -26.152 25.434 -2.121  -0.3896

Question: Among the records above, which one has the highest largest force on an atom?
Answer: C14H44B2F3N3O8SV